Entry i
DFT (wB97M-V/def2-TZVPD) results for a 2-piece molecular cluster, C4H11NO2S overall.

## Properties
- Frontier orbital gap: 9.3 eV
- SMILES string: CNC(=O)CSC.O
- HOMO energy: -8.8 eV

```
! wB97M-V def2-TZVPD RIJCOSX def2/J DEFGRID3
* xyz 0 1
O -2.64 0.09 -4.10
S -0.37 -0.05 -1.80
C -2.40 1.01 -3.28
N -2.42 2.26 -3.66
C 0.00 0.00 0.00
C -2.01 0.68 -1.84
C -2.66 2.80 -5.01
H -2.36 2.94 -2.89
H -0.71 -0.68 0.51
H -0.19 1.03 0.35
H 1.03 -0.28 0.28
H -2.76 -0.02 -1.40
H -2.07 1.62 -1.27
H -1.75 2.81 -5.63
H -2.98 3.84 -4.83
H -3.46 2.27 -5.56
O -3.51 1.47 -7.29
H -3.74 0.64 -6.80
H -3.90 2.19 -6.75
*
```



Entry ii
DFT (wB97M-V/def2-TZVPD) results for a 2-piece molecular cluster, C4H11NO2S overall.

## Properties
- Frontier orbital gap: 9.6 eV
- SMILES string: NC(=O)CCCS.O
- HOMO energy: -9.0 eV

```
! wB97M-V def2-TZVPD RIJCOSX def2/J DEFGRID3
* xyz 0 1
C 0.37 1.04 -0.82
C -0.19 0.88 0.62
C -1.57 0.25 0.56
S -2.94 1.42 0.61
C 0.88 -0.36 -1.22
N 2.16 -0.79 -0.96
O 0.01 -1.13 -1.61
H 1.31 1.64 -0.91
H -0.16 1.54 -1.62
H 0.52 0.54 1.36
H -0.26 1.92 1.07
H -1.58 -0.56 -0.18
H -1.76 -0.21 1.54
H -2.88 1.76 -0.71
H 2.44 -1.68 -1.37
H 2.80 -0.45 -0.27
H 1.07 -1.89 1.19
H -0.47 -2.01 1.04
O 0.25 -1.91 1.68
*
```



What is the least stable structure shown above? It is entry i.